ORCA calculation (ωB97M-V/def2-TZVPD) on 4 unconnected molecules or ions with the total composition C20H26F24O5Si.

Results
Net charge: 0
SMILES: FC(F)C(F)(F)COC(F)(F)C(F)F.FC(F)C(F)(F)COC(F)(F)C(F)F.FC(F)C(F)(F)COC(F)(F)C(F)F.CCOCCOC[SiH3]

```
76
C20H26F24O5Si | the OMol25 dataset | ωB97M-V/def2-TZVPD
O 1.673 -7.133 -1.776
F 3.231 2.798 2.990
H 3.723 1.091 -4.827
C 2.054 -5.772 -1.549
C 2.631 1.912 -1.896
F 2.362 3.878 5.484
C 1.077 -4.051 -3.211
H 0.712 3.916 1.020
F -0.107 -8.298 -1.130
F -2.013 -0.002 3.124
F -0.185 5.202 3.669
F -4.815 -2.134 2.638
C -1.104 3.536 2.205
F -0.024 -4.785 -3.489
C -3.239 -0.519 3.456
F -6.374 -0.410 2.922
H 3.137 4.630 -5.241
C 2.839 5.532 -4.519
Si 3.154 -0.254 -4.593
H 4.059 -1.333 -5.038
H 3.030 -5.845 -1.051
F -1.436 2.649 3.180
F 1.360 -3.347 -4.340
H 3.774 1.848 -2.140
F -2.323 5.250 3.304
F 0.329 3.269 5.000
H 1.407 -5.284 -0.811
C -1.125 4.970 2.725
F 0.477 -6.960 -4.378
F -7.541 -2.227 4.661
C 2.888 -0.394 -2.669
H 3.380 6.476 -4.950
F 3.322 -4.066 -2.530
O 1.131 2.379 2.393
O 2.268 4.499 -2.172
C 1.950 3.190 3.234
H -4.648 0.939 2.598
O 1.924 0.654 -2.302
F 2.692 -5.698 -3.821
H 3.658 6.097 -2.460
C 1.633 3.015 4.725
H -6.630 -1.250 6.141
F -3.078 -1.078 4.684
C -0.009 -7.819 -3.447
H 3.926 -0.327 -2.133
F -7.428 0.620 4.508
H -0.048 2.379 0.770
F -2.081 3.415 1.251
H 0.714 3.050 -2.371
H 1.854 1.999 5.056
H 0.432 -8.800 -3.632
C 1.868 3.162 -2.636
H 1.952 2.989 -3.791
F -1.350 -7.907 -3.669
H 2.427 2.020 -0.725
C -3.609 -1.567 2.410
H -3.609 1.536 3.850
F -5.387 -2.261 4.968
F -0.399 -6.225 -1.681
C -6.487 -1.476 5.082
C 3.325 5.091 -3.008
H 2.484 -1.499 -2.484
O -5.207 0.578 4.593
H 4.321 4.437 -3.055
F 1.873 4.475 2.821
H 1.825 -0.322 -5.216
H 1.661 5.594 -4.575
C -6.363 -0.189 4.256
C 0.218 3.098 1.556
C 0.283 -7.343 -2.019
H -0.982 5.686 1.908
C -4.213 0.664 3.566
F -2.705 -2.582 2.411
H 0.824 -3.327 -2.429
H -3.613 -1.133 1.404
C 2.272 -4.905 -2.800
```


ORCA calculation (ωB97M-V/def2-TZVPD) on a single C5H7N molecule.

Results
Net charge: 0
Relative energy (zero: lowest compared OMol25 entry of this formula, charge and spin): 173.6 kJ/mol
SMILES: C=C(C#N)CC

```
13
C5H7N | the OMol25 dataset | ωB97M-V/def2-TZVPD
H 2.566 -0.846 -0.101
H 1.216 0.891 -0.756
H -0.904 2.453 0.037
C -1.625 -0.759 0.001
C -0.698 0.376 -0.050
H -2.475 1.322 -0.071
H 1.382 -1.680 0.852
C 1.419 -1.111 -0.066
C -1.392 1.457 -0.038
H 0.911 -1.641 -0.933
N -2.421 -1.650 0.044
H 1.176 0.898 1.004
C 0.844 0.289 0.076
```


ORCA calculation (ωB97M-V/def2-TZVPD) on 4 unconnected molecules or ions with the total composition C2H13NO4.

Results
Net charge: 0
Relative energy (zero: lowest compared OMol25 entry of this formula, charge and spin): 123.7 kJ/mol
SMILES: CNCO.O.O.O

```
20
C2H13NO4 | the OMol25 dataset | ωB97M-V/def2-TZVPD
H 4.692 0.085 0.784
H 1.405 -0.376 -1.745
H 3.703 -0.428 -1.343
H -2.473 -1.965 3.169
H -5.868 2.471 -0.713
H 3.480 1.418 0.344
O -1.414 0.157 -1.597
H 1.505 0.878 -0.558
H 3.111 0.057 1.487
O -5.067 2.735 -1.199
N 3.113 -0.416 -0.538
H -1.646 0.831 -0.935
H -4.860 3.610 -0.813
O 0.906 -0.967 0.174
O -1.514 -2.040 3.008
H -1.344 -1.613 2.146
H 1.439 -1.777 0.231
H -0.729 -0.290 -1.075
C 3.660 0.373 0.599
C 1.719 -0.197 -0.713
```


ORCA calculation (ωB97M-V/def2-TZVPD) on a molecular structure, C48H56BrN7O3SSbTi.

Results
Multiplicity: 2
Net charge: 0
Relative energy (zero: lowest compared OMol25 entry of this formula, charge and spin): 0.0 kJ/mol

```
118
C48H56BrN7O3SSbTi | the OMol25 dataset | ωB97M-V/def2-TZVPD
Br -2.185 1.717 0.770
H 8.141 -2.775 -0.851
C -2.356 -0.553 -1.574
N -0.611 0.902 -2.312
Sb -2.420 -1.367 3.043
H -1.148 8.597 1.331
C -0.922 3.083 1.093
H 5.453 -4.081 -2.886
Ti 0.424 0.174 -0.757
C 1.763 0.265 -5.771
C 0.437 2.762 0.913
H 4.096 -1.212 0.909
C -2.942 1.227 -3.070
H 6.489 -1.531 0.402
H 2.398 0.101 -6.634
H -4.835 -2.830 -1.171
C -3.107 -1.837 6.104
H -2.606 7.669 3.257
H -5.630 -0.795 -2.496
N 7.478 -2.986 -1.575
C 3.452 2.283 0.876
C 0.408 0.282 -5.876
H 4.403 0.209 -5.106
C -0.429 0.504 -4.758
C 3.433 -2.452 -0.713
H 3.663 0.484 -0.910
O 1.103 -1.800 -1.649
H 2.150 -1.315 5.693
H -1.499 0.482 -4.897
H -4.115 -1.464 5.912
H 3.248 -2.973 4.144
H -2.876 -1.622 7.152
C -2.868 -2.929 -0.362
N 0.968 -0.302 2.710
C -4.620 -0.403 -2.445
H 0.671 0.415 4.606
H -4.635 0.031 1.011
H 3.362 2.477 -0.191
H 0.099 6.564 4.270
C -2.075 -1.193 5.177
H -5.026 1.287 -3.658
H -4.322 0.506 3.455
S 1.710 -2.323 -0.406
H 3.555 5.530 1.951
C 3.308 0.510 -1.927
H 2.940 1.350 1.102
C -0.915 6.678 2.340
C -0.473 5.268 1.937
C -1.386 4.291 1.560
C 0.094 0.716 -3.499
H -0.888 -2.656 0.450
C 1.529 0.637 -3.365
C -3.870 -2.345 -1.064
C 2.876 3.457 1.656
O 0.748 1.609 0.313
H 0.996 7.483 3.048
C -4.278 0.745 -3.092
H -3.825 -3.469 4.012
C 1.364 3.690 1.426
C -3.162 -3.395 3.151
C 0.867 4.910 1.895
H 2.588 2.251 3.440
H -1.407 -4.246 4.130
C -4.414 -0.530 3.115
H -3.075 6.456 2.069
C -1.657 -2.229 -0.179
C 1.181 -0.345 4.018
H 4.142 3.112 3.390
N 1.378 -1.127 0.602
N 2.024 0.680 -2.090
H -0.053 0.110 -6.842
C 3.733 0.328 -4.261
H -6.166 -0.241 1.842
N -1.392 -1.078 -0.750
H -2.491 5.948 3.663
C 5.735 -2.017 -0.209
H 4.744 4.458 1.219
H 1.592 5.623 2.270
C 3.074 3.189 3.156
H 3.058 -3.748 -2.386
H 7.733 -3.758 -2.163
N 2.422 -2.163 2.449
C 1.992 -1.289 4.624
H -1.081 -1.607 5.360
H 2.644 3.992 3.761
C 2.592 -2.194 3.769
H -3.126 -2.923 5.995
C -2.357 6.681 2.862
C -5.132 -0.590 1.762
H 4.514 2.176 1.125
H -2.673 2.108 -3.639
C 3.678 4.703 1.249
H -2.454 4.437 1.649
C 4.394 -1.834 0.074
H -3.771 -3.566 2.259
H -0.426 8.192 3.805
C 1.603 -1.218 1.975
C 2.345 0.427 -4.491
H -1.490 7.191 0.302
H -2.387 -5.440 3.284
C -1.985 0.591 -2.339
C 4.214 0.356 -2.990
C -0.003 7.256 3.428
C 5.154 -3.450 -2.057
H 5.268 0.234 -2.776
C -2.019 -4.412 3.237
H -2.008 -0.117 5.364
H -2.978 -3.910 0.084
H -4.971 -1.090 3.868
O 1.250 -3.616 0.024
C 6.134 -2.832 -1.272
H 0.183 7.603 0.703
H 3.379 5.052 0.257
C -3.643 -1.097 -1.686
C 3.815 -3.267 -1.776
C -0.838 7.573 1.092
H -1.346 -4.343 2.377
H -5.164 -1.612 1.372
```


ORCA calculation (ωB97M-V/def2-TZVPD) on 7 unconnected molecules or ions with the total composition C4H24N2O6.

Results
Net charge: 0
Relative energy (zero: lowest compared OMol25 entry of this formula, charge and spin): 64.1 kJ/mol
SMILES: CNCCNC.O.O.O.O.O.O

```
36
C4H24N2O6 | the OMol25 dataset | ωB97M-V/def2-TZVPD
C 0.716 0.549 1.700
H -2.206 2.945 2.000
H 0.660 3.217 -1.844
H 1.148 1.016 2.629
O 0.376 2.913 -0.991
H 2.665 -1.305 -1.437
O -2.132 2.006 -0.990
O -2.406 2.106 1.673
H -1.712 1.487 1.984
H -2.035 -0.314 1.932
H -2.077 -0.294 -2.884
O -2.026 -0.453 -1.964
N 1.394 0.253 -0.682
H 0.520 -0.300 -0.710
H 0.590 -1.523 1.982
H 2.644 1.024 0.799
H 3.384 0.332 -1.544
O 1.458 -2.821 0.490
H -1.147 -1.816 -1.492
H 0.027 1.265 1.215
H -1.400 -3.157 -0.726
H 0.839 2.033 -0.886
C 2.420 -0.249 -1.611
H -1.273 2.418 -1.066
H -2.052 0.420 -1.570
C -1.271 -0.907 1.473
H -1.560 -1.894 1.669
H 0.699 -2.653 -0.143
O -0.680 -2.612 -1.134
H -2.336 2.011 -0.039
C 1.883 0.260 0.724
H -1.270 -0.655 0.425
H 2.069 -0.184 -2.617
H 1.721 -3.733 0.475
N 0.011 -0.672 2.167
H 2.360 -0.714 0.995
```


ORCA calculation (ωB97M-V/def2-TZVPD) on a molecular structure, C12H20BDyN3O3S2.

Results
Multiplicity: 6
Net charge: +1

```
42
C12H20BDyN3O3S2 | the OMol25 dataset | ωB97M-V/def2-TZVPD
H -3.418 -1.252 -0.915
H 0.914 6.535 3.450
C -1.657 -0.560 -2.099
C -0.470 3.320 3.489
H -1.697 -3.188 -0.600
H 1.056 -1.958 0.061
H 0.392 -1.058 -3.857
O 2.391 2.923 1.314
H -0.746 -2.381 -4.151
B 0.319 0.123 -1.144
N 3.284 -3.186 2.080
S 0.312 1.095 2.157
H -2.467 -3.053 -2.111
C -1.444 -3.043 -1.658
C -0.055 -1.926 -3.424
H -1.914 -0.108 -4.316
O -0.689 0.576 -1.982
C 0.741 5.413 3.310
C -2.538 -0.559 -0.823
H 0.677 -2.788 -3.422
C -0.273 4.599 3.851
H 0.882 -2.660 1.740
C -2.453 -0.279 -3.352
O 0.238 -1.289 -1.101
Dy 2.341 0.873 0.298
N 1.416 -2.244 0.985
C 2.765 -2.396 1.054
C -0.745 -1.758 -2.058
H 2.496 5.185 2.086
H -3.083 -1.189 -3.601
H 2.886 -3.997 2.534
H -2.983 0.420 -0.734
H -3.335 0.330 -3.096
H -0.862 -3.993 -1.917
C 1.658 4.771 2.532
H -1.947 -0.632 0.160
H -0.981 5.113 4.474
N 1.550 3.469 2.206
H 4.347 -3.177 2.038
H -1.293 2.699 3.837
S 3.870 -1.485 0.035
C 0.514 2.714 2.666
```


ORCA calculation (ωB97M-V/def2-TZVPD) on a molecular structure, C30H21Cl2N5O9S2Sn.

Results
Net charge: 0
Relative energy (zero: lowest compared OMol25 entry of this formula, charge and spin): 14.7 kJ/mol

```
70
C30H21Cl2N5O9S2Sn | the OMol25 dataset | ωB97M-V/def2-TZVPD
C 0.332 0.311 4.558
C -2.883 2.167 -1.853
C 0.049 -6.400 -2.932
S 4.803 1.027 -2.027
C 4.522 -0.137 -3.289
N 2.533 1.170 -0.285
O -0.474 1.148 0.582
C 2.057 4.881 1.014
C 1.356 3.714 -0.943
Cl -4.355 4.342 -2.159
O 4.424 2.527 0.713
H 1.189 6.800 1.311
O 2.476 1.962 2.083
H -3.389 1.791 -2.741
C -1.828 3.085 0.582
C -1.648 -3.043 3.171
N -0.829 -3.352 2.193
O 1.353 -4.642 -2.143
H 2.946 -1.483 -3.793
C 3.232 0.694 -1.357
C -1.016 -7.235 -2.752
H 5.249 -0.327 -4.062
C 2.111 3.747 0.210
C 1.244 5.945 0.656
Cl -1.406 3.548 2.146
H -2.509 -1.384 5.445
H 1.390 2.851 -1.591
C -0.840 -0.027 5.287
O 0.797 -3.550 -0.002
H 2.557 4.935 2.006
C 3.277 -0.686 -3.133
C -1.570 0.037 -1.824
N -1.002 -4.310 1.282
O -0.346 -0.324 -1.942
H -2.155 -0.103 -2.757
Sn 1.041 -0.663 -0.383
H -1.103 6.736 -1.464
C -3.248 3.355 -1.287
C -1.182 -1.893 3.831
H -2.181 -6.242 0.230
H 0.900 1.181 4.863
C -1.875 1.431 -1.278
S 3.003 2.284 0.762
C -1.825 -7.207 -1.623
O -1.765 -1.522 -0.114
N 2.557 -0.199 -2.029
C 0.535 4.754 -1.315
C -0.021 -1.548 3.158
C 0.479 5.888 -0.507
H -0.064 4.698 -2.230
H -0.558 7.617 -0.111
O -2.418 -0.819 -1.013
H -2.647 -7.901 -1.488
H -2.541 -3.643 3.266
H 1.649 -0.173 2.917
N -0.346 6.944 -0.850
C -1.579 -6.271 -0.653
H 1.357 -3.996 -1.388
O 0.228 -2.449 2.173
C -2.735 3.855 -0.098
H -1.166 0.547 6.134
C -1.294 1.870 -0.026
H -3.063 4.793 0.320
H 0.657 -6.402 -3.824
C 0.306 -5.448 -1.936
C -0.184 -4.308 0.201
C 0.762 -0.442 3.476
C -1.615 -1.117 4.893
C -0.492 -5.388 -0.775
H -1.221 -8.002 -3.492
```


ORCA calculation (ωB97M-V/def2-TZVPD) on a gas-phase ion, C3H7N4 (charge +1).

Results
Multiplicity: 3
Net charge: +1
Relative energy (zero: lowest compared OMol25 entry of this formula, charge and spin): 303.5 kJ/mol

```
14
C3H7N4 | the OMol25 dataset | ωB97M-V/def2-TZVPD
C 0.522 1.056 -0.128
N 1.107 -0.184 -0.189
C -0.796 1.074 -0.220
C 0.347 -1.213 -0.198
H -1.349 2.011 -0.121
H -2.866 -1.409 -0.150
H 1.233 1.902 -0.112
H 2.825 -0.732 0.520
H 0.605 -2.226 -0.275
N -1.454 -0.086 -0.407
H -2.825 -0.371 0.991
N 2.540 -0.090 -0.127
N -2.567 -0.508 0.063
H 2.676 0.775 0.354
```


ORCA calculation (ωB97M-V/def2-TZVPD) on a single C5H6N2O molecule.

Results
Net charge: 0
Relative energy (zero: lowest compared OMol25 entry of this formula, charge and spin): 334.0 kJ/mol
SMILES: [H]/N=C1/C=CC(CO)=N1

```
14
C5H6N2O | the OMol25 dataset | ωB97M-V/def2-TZVPD
H -2.156 -2.276 -0.369
C 0.546 0.167 0.138
C -0.302 1.363 -0.100
C -1.566 0.931 0.061
N -2.495 -1.342 -0.011
H 1.725 -1.802 -0.308
H -2.488 1.308 -0.078
C 1.961 0.164 0.190
H 2.471 0.561 1.168
H 2.019 1.079 -0.591
N -0.216 -0.921 0.315
O 2.337 -1.114 -0.176
H -0.386 2.376 -0.378
C -1.449 -0.492 0.139
```


ORCA calculation (ωB97M-V/def2-TZVPD) on a single C2H8NO2P molecule.

Results
Net charge: 0
Relative energy (zero: lowest compared OMol25 entry of this formula, charge and spin): 196.1 kJ/mol
SMILES: CNP(O)OC

```
14
C2H8NO2P | the OMol25 dataset | ωB97M-V/def2-TZVPD
C 2.469 -0.482 0.593
H 2.167 -1.274 1.397
O 0.301 1.723 -1.015
H -1.833 -1.093 1.591
H -2.834 0.246 1.158
O 1.313 -0.267 -0.120
H -2.759 -1.218 0.159
H 2.923 0.333 1.061
H 0.924 2.318 -0.719
P 0.099 0.875 0.322
H -0.536 -0.927 -0.487
N -1.101 -0.128 -0.127
H 3.167 -0.902 -0.113
C -2.230 -0.601 0.785
```


ORCA calculation (ωB97M-V/def2-TZVPD) on 2 unconnected molecules or ions with the total composition C6H11IN2O4.

Results
Net charge: 0
Relative energy (zero: lowest compared OMol25 entry of this formula, charge and spin): 131.8 kJ/mol
SMILES: C/C(CI)=[N+](/[O-])O.C=C(C)[N+](=O)[O-]

```
24
C6H11IN2O4 | the OMol25 dataset | ωB97M-V/def2-TZVPD
C -1.482 -0.220 1.872
H 2.534 0.232 -1.805
C 0.025 -0.762 -2.282
O -0.664 1.828 -1.079
H -2.791 1.045 -1.431
H 1.019 1.724 0.566
N -1.208 1.117 -0.253
O -0.530 -2.356 -0.150
O 1.115 -1.580 0.987
C 0.812 -0.857 -1.259
H -1.315 0.134 2.857
H 0.411 -0.512 -3.281
H 1.041 0.453 1.861
C 2.256 -0.382 -1.062
C -0.814 0.746 0.899
C 0.600 1.241 1.387
H -0.877 -1.391 -2.245
H 2.974 -1.203 -1.039
I 0.391 2.936 2.702
O -2.541 0.714 -0.557
H -2.576 -0.202 1.794
N 0.480 -1.695 -0.022
H 2.228 0.188 -0.152
H -1.087 -1.200 1.692
```


ORCA calculation (ωB97M-V/def2-TZVPD) on 2 unconnected molecules or ions with the total composition C7H14OSSi.

Results
Net charge: 0
Relative energy (zero: lowest compared OMol25 entry of this formula, charge and spin): 54.9 kJ/mol
SMILES: C[Si](C)=O.CC1=CSCC1

```
24
C7H14OSSi | the OMol25 dataset | ωB97M-V/def2-TZVPD
C -0.080 2.393 2.475
H 0.827 -1.197 0.233
C 0.799 2.614 1.242
H 1.852 2.456 1.484
H -1.320 -2.292 -2.719
H 1.284 -2.844 0.582
Si -1.062 -2.759 -0.252
H 0.783 0.810 -1.754
H 2.161 1.615 -0.982
H 1.288 -2.270 -1.081
H -0.593 3.301 2.789
H 0.867 2.574 -1.699
H -2.533 -3.428 -2.150
C -1.488 -3.141 -2.061
O -2.005 -2.904 0.915
C -0.701 0.926 0.460
H 0.701 3.640 0.876
C 0.359 1.664 0.159
S -1.372 1.153 2.052
H 0.481 1.998 3.319
C 1.085 1.658 -1.145
C 0.755 -2.218 -0.133
H -0.887 -3.966 -2.439
H -1.203 0.218 -0.172
```


| no. | DFT total energy (eV) |
| --- | --- |
| 1 | -104491.41357 |
| 2 | -6786.71361 |
| 3 | -11964.18481 |
| 4 | -177793.20627 |
| 5 | -19802.85812 |
| 6 | -69807.35860 |
| 7 | -109869.21865 |
| 8 | -9170.97674 |
| 9 | -10306.14160 |
| 10 | -17077.35760 |
| 11 | -25663.63710 |
| 12 | -28246.52614 |